Entry 1:
{"formula": "C2H9NOSi", "method": "the ωB97M-V functional and the def2-TZVPD basis", "species": ["C", "C", "N", "O", "Si", "H", "H", "H", "H", "H", "H", "H", "H", "H"], "positions_angstrom": [[-1.32428, -0.95292, 0.77293], [0.42180, 2.61160, 0.53083], [-1.00255, 0.18756, -0.03163], [0.15108, 0.04772, -0.64992], [1.00573, -1.24759, -1.20687], [-1.62068, -1.84764, 0.04935], [-0.52716, -1.19986, 1.50479], [-2.13271, -0.55158, 1.38272], [-0.17897, 3.34139, 0.99932], [0.80634, 2.77951, -0.47207], [0.91346, 1.72666, 1.00603], [1.32795, -2.06735, -0.05272], [0.27242, -2.25708, -1.92514], [1.88757, -0.57042, -1.90761]], "atomic_forces_ev_per_a": [[-0.4, -0.8, -0.6], [1.9, -1.4, -0.5], [-1.1, 0.3, 0.6], [0.7, 0.5, -1.0], [-2.6, -2.2, 2.5], [0.5, 1.4, 1.8], [-0.1, -0.2, -0.7], [-0.5, -0.8, -0.2], [-0.5, 0.4, 0.6], [-0.4, 0.2, 0.1], [-0.9, 1.2, 0.0], [0.9, -0.1, 0.5], [-0.6, -0.2, -0.9], [3.2, 1.7, -2.2]], "energy_ev": -13629.311, "e_above_lowest_kcal_mol": 15.1, "lumo_ev": [0.82, 0.14], "s2": 2.007, "spin_multiplicity": 3}

***

Entry 2:
{"formula": "C6H30N2O7", "method": "the ωB97M-V functional and the def2-TZVPD basis", "species": ["C", "N", "C", "C", "C", "N", "C", "C", "H", "H", "H", "H", "H", "H", "H", "H", "H", "H", "H", "H", "H", "H", "H", "H", "H", "H", "O", "H", "H", "O", "H", "H", "O", "H", "H", "O", "H", "H", "O", "H", "H", "O", "H", "H", "O"], "positions_angstrom": [[-2.12721, 0.32118, -1.18148], [-1.87663, 0.39982, 0.25964], [-2.65463, -0.41798, 1.21667], [-3.92539, 0.39245, 1.77265], [-0.99003, -0.20698, -2.08288], [-1.31031, 0.27154, -3.44774], [0.00327, 0.54808, -4.15267], [-0.70522, -1.72533, -2.01028], [-2.23191, 1.35704, -1.56206], [-3.16861, -0.15013, -1.43173], [-1.97558, 1.39032, 0.57157], [-2.82667, -1.37237, 0.59480], [-1.88478, -0.73909, 1.92389], [-3.78535, 0.73261, 2.75838], [-4.74567, -0.30215, 1.73416], [-4.06156, 1.16699, 0.98037], [-0.16326, 0.43975, -1.66470], [-1.83894, -0.42320, -3.99923], [0.75422, 0.90181, -3.42721], [0.02398, 1.42386, -4.85795], [0.33377, -0.40219, -4.54969], [-0.91448, -2.27847, -1.07566], [-1.30105, -2.15046, -2.84775], [0.33173, -1.89731, -2.25342], [2.58757, -0.77916, -2.40953], [4.03895, -0.37727, -2.17956], [3.18795, -0.52891, -1.66909], [3.01073, -1.85493, 0.39448], [2.98460, -3.23687, -0.35370], [3.51817, -2.62809, 0.14657], [-1.86494, 2.60352, 2.08233], [-1.47860, 3.67986, 1.00310], [-2.06821, 2.96130, 1.21087], [-0.01337, -0.49618, 0.65804], [1.19917, 0.37307, 0.59863], [0.80628, -0.28266, 1.17684], [3.21159, 2.38783, 1.41835], [3.11386, 1.60639, 0.18093], [2.55217, 1.88650, 0.93344], [-0.92803, -0.16079, 3.66424], [0.37870, -0.01184, 2.77040], [-0.10927, 0.39219, 3.66210], [2.34623, -1.40356, 2.82342], [3.77755, -1.58670, 2.07218], [3.29958, -1.38255, 2.88904]], "atomic_forces_ev_per_a": [[-2.3, 0.3, -0.4], [0.0, 0.5, 0.1], [0.5, -0.5, -1.9], [1.4, -1.8, -2.9], [-0.8, 0.5, 1.3], [1.6, 0.5, -0.4], [-0.6, 0.7, 0.5], [-0.5, 0.4, -0.7], [-0.1, -0.4, 0.3], [1.6, 0.4, 0.4], [0.6, -1.3, -0.8], [-0.7, 1.2, 1.2], [-0.7, 0.1, 0.7], [0.2, 0.8, 1.1], [-0.7, -0.1, 0.2], [-0.2, -0.3, 1.1], [-0.3, -1.0, -0.8], [0.5, 0.4, 0.7], [-0.3, -0.5, 0.0], [-0.7, -1.2, 0.1], [0.6, 0.1, -0.7], [-0.1, 0.6, -0.3], [0.2, -0.2, 0.7], [0.5, -0.2, -0.1], [0.2, 0.1, 0.4], [-0.9, -0.1, 0.8], [0.6, 0.4, -1.1], [-0.6, 0.1, -0.7], [-0.5, 0.1, -0.3], [1.2, -0.4, 0.9], [0.4, 0.3, 0.1], [0.5, 0.2, 0.2], [-0.9, 0.1, 0.2], [0.4, 0.4, 0.7], [0.7, 0.6, 0.2], [-1.0, -1.2, -0.7], [-0.1, 0.2, 0.6], [-0.6, -0.2, 0.0], [0.8, 0.0, -0.8], [0.9, 0.7, 0.2], [-1.4, 1.8, 2.4], [0.3, -2.1, -2.6], [0.0, -0.1, -0.8], [-0.9, -0.2, 0.2], [1.0, 0.2, 0.9]], "charge": -1, "energy_ev": -24018.934, "e_above_lowest_kcal_mol": 39.1, "lumo_ev": [2.65, 2.59], "s2": 0.751, "spin_multiplicity": 2}

***

Entry 3:
{"formula": "C17H15N3O2S", "method": "the ωB97M-V functional and the def2-TZVPD basis", "species": ["C", "H", "O", "C", "C", "C", "C", "C", "C", "H", "H", "C", "C", "O", "N", "C", "N", "C", "C", "S", "H", "C", "C", "C", "C", "N", "C", "H", "H", "H", "H", "H", "H", "H", "H", "H", "H", "H"], "positions_angstrom": [[0.25272, 4.67027, 1.08950], [1.11242, 5.15092, 0.61133], [-0.40661, 3.79441, 0.20804], [0.28244, 2.73103, -0.29016], [-0.42297, 1.90308, -1.16539], [0.17572, 0.78746, -1.70639], [1.48974, 0.45745, -1.38996], [2.19458, 1.29894, -0.54386], [1.60500, 2.42519, 0.00719], [2.18706, 3.04802, 0.66803], [3.22392, 1.07499, -0.29996], [2.11912, -0.79901, -1.93523], [3.04980, -1.45708, -0.94833], [4.20223, -1.73420, -1.17482], [2.53254, -1.73378, 0.30522], [1.27565, -1.50396, 0.78372], [0.19405, -1.47636, 0.10144], [-0.89340, -1.14134, 0.85569], [-0.62091, -0.94216, 2.17867], [1.05455, -1.15140, 2.50566], [-1.29580, -0.70940, 2.97584], [-2.18932, -1.02270, 0.20678], [-2.40497, -1.60145, -1.04427], [-3.63981, -1.45743, -1.64837], [-4.62196, -0.74197, -0.97824], [-4.42862, -0.18297, 0.20482], [-3.24894, -0.31420, 0.77701], [-3.13823, 0.17956, 1.73311], [-5.60758, -0.60530, -1.40307], [-3.83967, -1.89272, -2.61549], [-1.60695, -2.15645, -1.51353], [3.22308, -2.05004, 0.97661], [2.70559, -0.57813, -2.83133], [1.33384, -1.50959, -2.19755], [-0.38962, 0.15345, -2.37213], [-1.44685, 2.15305, -1.39469], [-0.48174, 5.42921, 1.35427], [0.58292, 4.15510, 1.99757]], "atomic_forces_ev_per_a": [[0.1, 0.1, 0.1], [0.0, 0.0, 0.0], [-0.1, -0.2, -0.2], [0.1, -0.1, -0.1], [0.0, 0.1, 0.0], [0.1, 0.2, 0.0], [0.2, 0.3, -0.1], [-0.1, -0.2, -0.3], [-0.2, 0.4, 0.2], [0.0, 0.1, 0.1], [0.1, 0.0, 0.1], [0.1, 0.1, -0.3], [-0.2, 0.0, -0.2], [0.2, 0.0, -0.1], [0.6, -0.3, 0.3], [-0.5, 0.1, 1.3], [0.2, -0.5, -0.6], [0.3, 0.2, 1.1], [0.1, -0.1, -0.3], [-0.1, 0.0, -0.8], [-0.2, 0.0, 0.2], [-0.5, 0.0, -0.3], [-0.1, 0.1, 0.2], [0.0, 0.0, 0.1], [0.0, -0.1, -0.3], [-0.4, 0.3, 0.2], [0.4, -0.2, 0.0], [0.1, 0.0, 0.1], [0.0, 0.0, -0.1], [0.0, 0.0, -0.1], [0.1, 0.0, -0.1], [0.0, 0.0, -0.2], [0.0, -0.1, 0.1], [0.0, 0.0, 0.0], [-0.1, -0.1, 0.0], [-0.1, 0.0, 0.0], [0.1, 0.0, 0.0], [0.0, 0.0, 0.0]], "energy_ev": -37273.255, "e_above_lowest_kcal_mol": 40.1, "smiles": "COc1ccc(CC(=O)Nc2nc(-c3cccnc3)cs2)cc1", "lumo_ev": 0.39}

***

Entry 4:
{"formula": "C16H24O5", "method": "the ωB97M-V functional and the def2-TZVPD basis", "species": ["C", "H", "O", "C", "O", "C", "H", "H", "H", "C", "C", "C", "C", "O", "H", "C", "C", "H", "H", "H", "H", "O", "C", "C", "C", "C", "C", "C", "C", "H", "H", "H", "H", "H", "H", "H", "H", "H", "O", "H", "H", "H", "H", "H", "H"], "positions_angstrom": [[6.13196, 1.45692, -1.48160], [6.93506, 0.72407, -1.51294], [4.92791, 0.72173, -1.44120], [3.77847, 1.51895, -1.32638], [3.73703, 2.22805, -0.12351], [3.62598, 1.43493, 1.04819], [4.28611, 0.56540, 0.99325], [3.93215, 2.07702, 1.87227], [2.59379, 1.11196, 1.20292], [2.58203, 0.58660, -1.57008], [1.26263, 1.28949, -1.36174], [-0.00051, 0.54389, -1.29038], [-0.03194, -0.98233, -1.35682], [0.71993, -1.54203, -0.31573], [0.48606, -1.05173, 0.48580], [-1.48716, -1.50637, -1.30877], [-2.23303, -1.27560, -2.62477], [-3.20880, -1.75410, -2.59394], [-1.66646, -1.70163, -3.44780], [-2.37427, -0.21328, -2.80395], [-1.42822, -2.59319, -1.12215], [-2.09517, -0.87490, -0.20294], [-3.30420, -1.45416, 0.23924], [-3.58998, -0.97306, 1.63723], [-4.82960, -0.45127, 1.97724], [-5.07870, -0.02508, 3.27064], [-4.08717, -0.10768, 4.23249], [-2.84546, -0.62145, 3.89751], [-2.60001, -1.05559, 2.60810], [-1.63406, -1.45765, 2.34261], [-2.06772, -0.68632, 4.64430], [-4.28077, 0.22903, 5.24032], [-6.04827, 0.37709, 3.52596], [-5.60537, -0.37925, 1.22802], [-4.13422, -1.18507, -0.42988], [-3.20975, -2.55394, 0.24040], [0.43253, -1.32651, -2.28881], [-0.90944, 1.03646, -1.61980], [0.58098, 1.10973, -0.15031], [1.22679, 2.30893, -1.74181], [2.64975, 0.23059, -2.59975], [2.65826, -0.27546, -0.90738], [3.79388, 2.31783, -2.09089], [6.16946, 2.08875, -2.37680], [6.23951, 2.09019, -0.59638]], "atomic_forces_ev_per_a": [[0.0, 0.1, 0.1], [0.1, 0.1, 0.0], [-0.2, -0.1, 0.0], [-0.2, 0.0, -0.5], [0.0, 0.1, 0.0], [0.0, 0.0, 0.0], [0.0, 0.0, 0.1], [0.0, -0.1, 0.0], [0.1, 0.0, 0.0], [0.3, 0.4, 0.4], [0.4, -0.1, -0.9], [-0.1, -0.2, -0.8], [-0.6, -0.1, 0.0], [0.1, -0.2, 0.4], [0.1, 0.0, -0.1], [0.4, -0.1, -0.5], [0.1, 0.0, 0.5], [-0.1, 0.0, -0.1], [0.0, -0.1, -0.1], [0.0, 0.1, -0.1], [0.0, 0.2, 0.0], [0.1, 0.1, 0.1], [-0.1, -0.1, 0.0], [0.0, 0.0, -0.2], [0.1, -0.1, -0.1], [-0.1, 0.0, 0.1], [-0.1, 0.0, 0.1], [0.1, 0.0, 0.0], [0.0, 0.0, 0.0], [0.1, 0.0, 0.0], [0.1, 0.0, 0.1], [0.0, 0.0, 0.1], [-0.1, 0.0, 0.0], [-0.1, 0.0, -0.1], [0.1, -0.1, 0.1], [0.0, 0.1, -0.1], [-0.1, 0.0, 0.0], [0.0, 0.0, 0.0], [-0.2, 0.2, 1.4], [-0.1, 0.0, 0.0], [0.0, 0.0, 0.0], [0.0, 0.0, -0.1], [0.1, -0.2, 0.1], [0.0, 0.0, 0.0], [0.0, 0.0, 0.0]], "energy_ev": -27216.753, "e_above_lowest_kcal_mol": 31.0, "smiles": "COC(C[C@@H]1O[C@@H]1[C@@H](O)[C@H](C)OCc1ccccc1)OC", "lumo_ev": 0.87}